[1]
{
  "formula": "C2H3BF2O",
  "method": "ωB97M-V with the def2-TZVPD basis set",
  "gap_ev": 9.1574,
  "e_tot_ev": -10279.8717,
  "symbols": ["B", "C", "C", "O", "F", "F", "H", "H", "H"],
  "positions_angstrom": [[1.23018, -0.35202, 0.09682], [-1.07038, 0.37909, 0.06046], [-2.46327, 0.26190, 0.10444], [-0.16172, -0.52449, 0.25252], [-0.66692, 1.61595, -0.37102], [-2.95996, -0.90848, 0.38943], [1.77898, 0.71417, -0.05640], [1.76035, -1.25319, 0.29784], [-3.08788, 0.96513, -0.25808]],
  "forces_ev_per_a": [[-2.5766, 3.3874, 0.1330], [-4.9560, 2.3236, -1.0079], [6.6889, -1.3601, 0.3971], [1.9695, -0.4042, -0.0377], [0.3905, -0.7890, 0.4264], [-1.0781, -1.6283, 0.6033], [-0.6166, -0.3972, -0.2049], [2.0809, -3.4564, 0.5026], [-1.9024, 2.3242, -0.8119]]
}



[2]
{
  "formula": "C2H3BO3",
  "method": "ωB97M-V with the def2-TZVPD basis set",
  "gap_ev": [6.3876, 8.5646],
  "multiplicity": 3,
  "e_tot_ev": -8938.2670,
  "symbols": ["B", "C", "C", "O", "O", "O", "H", "H", "H"],
  "positions_angstrom": [[3.05339, -0.48970, 0.23077], [-2.68777, -0.27052, -0.27940], [-1.54266, 0.32076, -0.17804], [2.80290, 0.77558, 0.14168], [3.22619, -1.49100, 0.85582], [-0.44700, 0.72600, -0.05383], [-3.50610, 0.23127, -0.72273], [2.19515, 1.11047, -0.52582], [-3.09409, -0.91285, 0.53156]],
  "forces_ev_per_a": [[-0.4737, 0.5579, 1.3241], [-3.8233, -1.7624, 2.2099], [2.3664, 1.7210, -1.4295], [-0.2692, 1.9954, -1.4084], [0.6755, -2.5500, 0.0484], [2.3522, 0.4386, 0.7627], [-1.0512, 0.3498, -1.3083], [-0.0199, -0.0040, 0.0893], [0.2431, -0.7462, -0.2882]]
}



[3]
{
  "formula": "C2H3BaF8N4O18S8",
  "method": "ωB97M-V with the def2-TZVPD basis set",
  "gap_ev": 4.4680,
  "e_tot_ev": -154048.2386,
  "charge": -3,
  "symbols": ["Ba", "N", "S", "O", "O", "F", "S", "O", "O", "F", "N", "S", "O", "O", "F", "S", "O", "O", "F", "N", "S", "O", "O", "F", "S", "O", "O", "F", "N", "S", "O", "O", "F", "S", "O", "O", "F", "C", "C", "O", "O", "H", "H", "H"],
  "positions_angstrom": [[-0.04059, -0.41990, -0.22606], [-2.68571, -2.81224, -2.46463], [-2.96386, -3.09098, -3.99089], [-3.51516, -2.08665, -4.87976], [-3.23216, -4.45284, -4.31351], [-1.39422, -2.99010, -4.39158], [-4.23698, -3.46409, -2.03953], [-4.43087, -4.91343, -2.00333], [-5.41012, -2.71855, -2.41199], [-4.06824, -3.20506, -0.43350], [3.37868, -2.62994, -0.01335], [4.20708, -3.03855, 1.50107], [5.44816, -2.37164, 1.78968], [4.08721, -4.42875, 1.87520], [2.98687, -2.38925, 2.39179], [4.49339, -3.06280, -0.93953], [4.62092, -4.46286, -1.35961], [5.75970, -2.27875, -0.87808], [3.68485, -2.45616, -2.23282], [-2.16141, 3.21553, -0.45703], [-2.23639, 4.71291, 0.39430], [-3.58122, 5.02622, 0.84172], [-1.38793, 5.79994, 0.05168], [-1.49706, 4.31298, 1.78039], [-2.92905, 3.68765, -1.64346], [-2.37246, 4.70035, -2.47939], [-4.44802, 3.66665, -1.63667], [-2.57292, 2.34807, -2.42608], [2.64275, 2.75868, -1.08192], [3.69954, 3.62523, -0.03669], [3.38231, 5.01912, 0.23595], [5.06546, 3.24626, -0.12030], [3.21621, 2.97408, 1.31745], [3.23897, 3.34739, -2.30729], [4.50643, 2.76827, -2.80128], [3.01703, 4.77410, -2.56122], [2.19932, 2.70953, -3.36727], [-2.23383, -1.29716, 6.45399], [-1.77330, -2.05871, 5.19427], [-1.78493, -1.54901, 4.09905], [-1.48310, -3.26905, 5.37670], [-3.32359, -1.28557, 6.47366], [-1.85110, -0.29467, 6.26258], [-2.02084, -1.66635, 7.45721]],
  "forces_ev_per_a": [[0.0537, 0.0625, 0.0707], [-3.9952, -0.9515, 0.7969], [3.7006, 1.0023, -5.3321], [-0.0410, -0.6208, 1.7625], [-0.7021, -0.1902, 0.0401], [0.0702, 0.2460, 0.1520], [-1.4600, -2.3150, 4.5370], [1.0553, 2.1637, -0.4467], [1.4024, 0.2853, -0.2595], [0.2542, 0.5884, -1.0761], [0.3576, -0.4321, 5.4407], [-2.3370, -0.4256, 1.6853], [-1.7422, -0.1070, -0.1918], [0.2661, 1.2167, -0.9169], [1.2662, 0.1649, -0.6333], [4.4530, -0.0704, -6.9171], [-0.2322, 1.8408, 1.4574], [-2.9642, -1.9493, -0.0828], [0.4707, 0.0109, 0.1011], [2.0680, 2.7293, 5.6181], [-0.1457, 0.6352, 4.3155], [1.3394, -0.7183, -0.9830], [-0.0013, -0.4096, -1.3847], [-0.4434, -1.1328, -0.7356], [-7.2611, -1.0448, -6.9810], [0.3252, 0.5242, 0.4696], [4.4175, -0.0401, 0.6412], [-0.1161, -0.9096, -0.8589], [0.6178, 0.3004, 5.5858], [-1.0005, 1.6509, 3.5506], [0.1811, -1.9440, -1.0984], [-0.0593, -0.1629, -0.3859], [-0.4579, -0.8591, 0.0210], [2.1769, 1.7952, -10.1410], [-2.1572, 1.1680, 1.2758], [0.7286, -1.9032, 0.9258], [-0.2437, -0.3410, 0.3513], [-0.3365, 0.8440, -0.5696], [0.0933, -3.8280, 2.4259], [-0.1320, 2.9913, -2.8061], [0.1850, -0.2575, 0.7524], [-0.2136, 0.3269, -0.4667], [-0.2811, 0.3619, 0.6351], [0.8408, -0.2959, -0.3446]]
}



[4]
{
  "formula": "C2H3Br",
  "method": "ωB97M-V with the def2-TZVPD basis set",
  "gap_ev": 10.3265,
  "e_tot_ev": -72162.1198,
  "symbols": ["C", "C", "Br", "H", "H", "H"],
  "positions_angstrom": [[0.00301, 0.53860, -0.06837], [0.96258, -0.34849, -0.12683], [2.79448, -0.12623, -0.14371], [-1.02954, 0.23917, -0.04694], [0.20055, 1.60038, -0.03740], [0.47185, -1.88926, -0.10603]],
  "forces_ev_per_a": [[-0.0019, 0.4644, -0.0063], [-1.8604, -5.0868, 0.1874], [0.2050, 0.1086, -0.0300], [-0.1274, -0.1650, -0.0007], [0.1531, 0.1171, -0.0291], [1.6315, 4.5617, -0.1213]]
}